A structure of composition C38H55AlBBeBrCl2F2KN5O17PS2. Source: the OMol25 dataset; level of theory: ωB97M-V with the def2-TZVPD basis set.

```
127
Properties=species:S:1:pos:R:3
C 0.490 1.105 3.904
C 0.338 1.327 2.376
C -0.340 0.075 1.796
C 0.019 -0.253 0.314
N 0.849 0.749 -0.348
P 2.045 0.007 -1.481
C 2.986 -0.550 0.044
C 4.461 -0.056 0.099
C 5.461 -1.188 0.399
S 6.968 -0.508 1.184
C 0.592 -0.775 -2.407
C 0.742 -0.978 -3.940
S 0.754 -2.802 -4.377
C 1.699 -2.752 -6.048
N 1.709 -1.649 -6.908
N 2.559 -2.089 -7.876
C 2.960 -3.253 -7.635
O 2.436 -3.741 -6.441
C 2.554 1.702 -2.092
C 1.613 2.268 -3.124
O 1.743 2.086 -4.296
Br 0.123 3.418 -2.573
N 3.326 -0.714 -2.462
C 3.524 -2.150 -2.431
C 4.214 -2.646 -3.737
C 5.593 -3.246 -3.389
H 1.385 0.456 4.066
H 0.541 2.036 4.460
H -0.379 0.503 4.202
H -0.333 2.175 2.268
H 1.335 1.525 1.976
H -0.177 -0.827 2.423
H -1.414 0.259 1.839
H -0.933 -0.304 -0.190
H 0.438 -1.264 0.288
H 0.249 1.414 -0.829
H 2.932 -1.629 0.217
H 2.566 -0.119 0.959
H 4.747 0.517 -0.777
H 4.580 0.629 0.944
H 5.032 -1.884 1.115
H 5.784 -1.682 -0.510
H 7.028 0.757 0.728
H 0.314 -1.745 -1.998
H -0.232 -0.069 -2.360
H 1.577 -0.447 -4.384
H -0.175 -0.560 -4.457
H 3.646 -3.885 -8.164
H 3.571 1.705 -2.467
H 2.493 2.345 -1.214
H 3.531 -0.270 -3.342
H 4.208 -2.462 -1.636
H 2.613 -2.735 -2.250
H 4.343 -1.844 -4.462
H 3.618 -3.483 -4.091
H 6.261 -2.523 -2.929
H 6.033 -3.700 -4.276
H 5.400 -4.087 -2.720
K -0.450 -2.298 -6.305
Cl -1.628 2.095 5.103
Al 2.139 -0.937 3.235
C -3.525 -3.699 -2.185
C -3.679 -4.155 -0.946
C -4.167 -5.531 -0.688
O -4.308 -5.949 0.441
C -4.478 -6.381 -1.867
C -4.324 -5.924 -3.107
C -3.833 -4.546 -3.360
O -3.687 -4.127 -4.492
H -3.174 -2.697 -2.387
H -3.459 -3.547 -0.079
H -4.833 -7.383 -1.659
H -4.545 -6.526 -3.979
O 1.108 0.519 -10.909
Cl -0.226 0.376 -10.381
O -0.579 -1.021 -10.322
O -1.149 1.076 -11.233
O -0.276 0.952 -9.054
C -0.433 5.668 5.671
C -1.010 6.985 5.789
C -0.117 8.124 5.265
O -0.447 9.270 5.217
C 1.250 7.743 4.800
C 1.772 6.461 4.713
C 0.848 5.322 5.134
O 1.161 4.150 5.027
O 2.959 6.255 4.221
O -2.094 7.251 6.240
H -1.008 4.810 6.002
H 1.882 8.613 4.513
Be 2.274 7.302 3.233
C -5.374 6.368 4.741
C -5.130 7.207 3.491
C -4.630 6.379 2.301
C -3.309 5.809 2.540
N -2.275 5.348 2.726
H -4.450 5.916 5.106
H -5.776 6.990 5.540
H -6.092 5.570 4.542
H -4.417 8.002 3.722
H -6.064 7.692 3.204
H -4.579 7.014 1.415
H -5.335 5.578 2.073
C 1.566 -5.011 4.140
C 0.400 -4.341 4.851
O -0.725 -4.127 4.024
C -1.322 -5.287 3.451
C -1.825 -6.286 4.475
H 1.873 -4.423 3.270
H 2.416 -5.110 4.815
H 1.307 -6.008 3.784
H 0.713 -3.349 5.194
H 0.119 -4.902 5.748
H -0.628 -5.762 2.749
H -2.162 -4.929 2.858
H -1.018 -6.683 5.094
H -2.306 -7.126 3.975
H -2.549 -5.816 5.142
B -3.830 2.330 -0.480
O -3.036 1.091 -0.155
C -3.611 0.070 -0.752
O -3.217 -1.072 -0.696
C -4.835 0.562 -1.522
O -5.567 -0.129 -2.172
O -4.943 1.863 -1.351
F -3.032 3.242 -1.156
F -4.325 2.895 0.684
```

- Highest occupied orbital energy: -0.355 Ha
- HOMO-LUMO gap: 0.90 eV
- Net charge: +1


A structure of composition C38H55BrIrN5O4Se2Si2. Source: the OMol25 dataset; level of theory: ωB97M-V with the def2-TZVPD basis set.

```
108
Properties=species:S:1:pos:R:3
Ir -2.176 -0.081 0.862
Se -1.793 7.342 2.699
N -1.142 5.874 3.462
C -1.370 4.845 2.664
C -0.996 3.499 2.963
C -0.277 3.130 4.093
C 0.049 1.800 4.288
C -0.373 0.858 3.349
N -1.069 1.178 2.284
C -1.382 2.478 2.047
C -2.065 2.777 0.852
N -2.445 1.735 0.045
C -2.946 2.013 -1.147
C -3.160 3.305 -1.608
C -2.887 4.373 -0.766
C -2.336 4.127 0.481
C -2.033 5.157 1.432
N -2.335 6.434 1.264
H 0.020 3.898 4.789
H 0.618 1.484 5.146
H -0.139 -0.189 3.466
H -3.196 1.158 -1.764
H -3.572 3.466 -2.590
H -3.090 5.393 -1.049
C -4.220 -3.031 -1.918
Si -2.616 -2.443 -2.767
C -1.613 -3.930 -3.417
C -2.960 -1.284 -4.257
Se -1.210 -1.238 -1.344
H -4.808 -3.648 -2.590
H -4.842 -2.201 -1.594
H -3.971 -3.628 -1.046
H -2.220 -4.499 -4.115
H -1.318 -4.590 -2.609
H -0.714 -3.609 -3.934
H -3.379 -1.851 -5.081
H -2.041 -0.824 -4.610
H -3.657 -0.487 -4.019
C -4.338 -0.688 3.443
C -4.791 -1.220 2.082
C -6.321 -1.349 2.060
C -4.313 -0.318 0.952
H -4.412 -1.466 4.198
H -4.941 0.162 3.753
H -3.300 -0.361 3.384
H -4.367 -2.219 1.939
H -6.778 -0.388 2.284
H -6.642 -2.072 2.806
H -6.678 -1.679 1.086
H -4.752 0.680 1.059
H -4.622 -0.734 -0.011
C 3.591 2.629 -3.724
C 2.423 1.947 -3.005
C 1.795 0.953 -3.985
C 1.339 2.991 -2.715
Si 3.056 1.079 -1.372
Br 1.240 0.908 -0.021
C 4.158 2.205 -0.217
C 5.605 2.243 -0.707
C 3.608 3.634 -0.184
C 4.157 1.721 1.239
C 3.702 -0.742 -1.644
C 2.589 -1.695 -2.095
C 4.822 -0.764 -2.688
C 4.261 -1.321 -0.342
H 3.255 3.030 -4.679
H 4.399 1.927 -3.924
H 3.991 3.457 -3.145
H 1.409 1.497 -4.847
H 0.964 0.419 -3.528
H 2.522 0.237 -4.357
H 1.049 3.475 -3.646
H 1.672 3.763 -2.031
H 0.451 2.523 -2.296
H 5.669 2.561 -1.745
H 6.073 1.266 -0.613
H 6.182 2.944 -0.106
H 3.678 4.121 -1.152
H 4.181 4.230 0.524
H 2.571 3.644 0.144
H 4.519 0.704 1.340
H 3.162 1.773 1.672
H 4.804 2.366 1.831
H 2.221 -1.464 -3.087
H 1.748 -1.681 -1.405
H 2.975 -2.713 -2.118
H 4.470 -0.438 -3.664
H 5.204 -1.778 -2.799
H 5.652 -0.126 -2.394
H 3.505 -1.322 0.441
H 5.133 -0.773 0.001
H 4.570 -2.353 -0.506
O -1.375 -3.212 0.211
C -1.249 -2.869 1.397
O -1.691 -1.801 1.903
C -0.470 -3.750 2.333
C -0.128 -3.259 3.592
C 0.691 -3.993 4.431
C 1.131 -5.245 4.048
C 0.758 -5.748 2.803
C -0.019 -4.996 1.928
N 1.194 -7.058 2.424
O 1.877 -7.686 3.223
O 0.860 -7.482 1.327
H -0.509 -2.299 3.901
H 0.990 -3.592 5.385
H 1.749 -5.845 4.697
H -0.266 -5.376 0.948
```

- Highest occupied orbital energy (spin up / spin down): -0.228 / -0.228 Ha
- HOMO-LUMO gap (spin up / spin down): 4.49 / 4.48 eV
- Net charge: 0


A structure of composition C38H56GeN4P2Pt. Source: the OMol25 dataset; level of theory: ωB97M-V with the def2-TZVPD basis set.

```
102
Properties=species:S:1:pos:R:3
Pt 0.447 -0.162 -0.242
C 1.556 -1.334 3.022
C 0.616 -2.485 2.658
C -0.246 -2.837 3.868
P -0.282 -2.126 1.054
C -0.410 -3.762 0.161
C -0.432 -4.987 1.074
C -1.642 -3.765 -0.750
C -2.024 -1.643 1.336
C -2.887 -2.265 2.226
C -4.203 -1.839 2.366
C -4.673 -0.762 1.624
C -3.858 -0.174 0.682
C -2.540 -0.633 0.487
N -1.740 -0.111 -0.496
C -2.187 0.269 -1.728
C -3.367 -0.266 -2.300
C -3.704 0.011 -3.606
C -2.879 0.813 -4.390
C -1.719 1.355 -3.845
C -1.366 1.107 -2.532
P 0.062 1.837 -1.675
C -0.641 3.483 -1.133
C -1.438 3.359 0.162
C -1.518 4.133 -2.204
C 1.448 2.255 -2.844
C 1.298 3.462 -3.769
C 1.890 1.017 -3.626
H 2.093 -1.580 3.939
H 0.998 -0.416 3.195
H 2.285 -1.143 2.235
H 1.242 -3.346 2.405
H -0.930 -2.028 4.120
H 0.413 -2.995 4.722
H -0.809 -3.759 3.728
H 0.490 -3.810 -0.460
H -1.289 -4.969 1.749
H 0.477 -5.093 1.664
H -0.523 -5.877 0.450
H -2.545 -3.916 -0.158
H -1.570 -4.587 -1.463
H -1.753 -2.836 -1.312
H -2.557 -3.104 2.818
H -4.858 -2.348 3.060
H -5.681 -0.398 1.770
H -4.210 0.667 0.098
H -3.963 -0.957 -1.720
H -4.601 -0.422 -4.028
H -3.132 1.006 -5.423
H -1.095 1.985 -4.463
H 0.242 4.105 -0.952
H -2.370 2.813 -0.005
H -1.698 4.353 0.528
H -0.880 2.843 0.940
H -2.475 3.618 -2.287
H -1.057 4.160 -3.188
H -1.721 5.163 -1.907
H 2.244 2.495 -2.126
H 0.552 3.300 -4.546
H 2.253 3.623 -4.271
H 1.056 4.373 -3.225
H 1.094 0.647 -4.276
H 2.189 0.219 -2.954
H 2.743 1.270 -4.257
N 3.184 -2.190 -1.047
C 3.504 -1.104 -0.249
C 4.758 -1.146 0.379
C 5.178 -0.079 1.136
C 4.348 1.034 1.252
C 3.126 0.995 0.631
N 2.688 -0.055 -0.093
C 2.191 -2.439 -1.985
C 2.417 -3.489 -2.888
C 1.469 -3.781 -3.839
C 0.303 -3.021 -3.874
C 0.163 -2.009 -2.952
N 1.076 -1.720 -2.013
H 3.935 -2.858 -1.100
H 5.392 -2.014 0.251
H 6.145 -0.103 1.619
H 4.646 1.903 1.820
H 2.448 1.837 0.696
H 3.348 -4.041 -2.846
H 1.633 -4.577 -4.552
H -0.477 -3.206 -4.599
H -0.715 -1.382 -2.972
C 1.419 2.051 4.927
Ge 0.316 2.842 3.491
C 1.349 4.257 2.585
C -1.386 3.540 4.189
C -0.219 1.392 2.303
H 1.750 2.840 5.603
H 2.297 1.555 4.514
H 0.839 1.330 5.502
H 2.045 4.681 3.309
H 0.690 5.059 2.254
H 1.928 3.909 1.728
H -1.202 4.309 4.939
H -1.966 2.742 4.652
H -1.983 3.981 3.390
H -1.166 0.894 2.492
H 0.309 1.058 1.364
```

- Highest occupied orbital energy (spin up / spin down): -0.438 / -0.433 Ha
- HOMO-LUMO gap (spin up / spin down): 4.17 / 3.40 eV
- Net charge: +2


A structure of composition C38H56N5O9P2RuSSeSi. Source: the OMol25 dataset; level of theory: ωB97M-V with the def2-TZVPD basis set.

```
114
Properties=species:S:1:pos:R:3
Ru -0.419 0.172 0.895
N -4.039 4.016 1.731
C -3.982 2.498 1.760
C -5.372 2.002 2.120
P -2.713 2.029 3.053
O -1.779 3.358 2.897
O -3.428 2.075 4.351
O -1.987 0.819 2.564
P -3.458 2.131 0.030
O -5.521 0.975 -1.866
O -4.303 3.072 -0.793
O -1.982 2.147 -0.032
H -4.573 4.359 2.528
H -4.460 4.286 0.831
H -3.068 4.348 1.832
H -5.637 2.360 3.117
H -5.368 0.914 2.164
H -6.110 2.307 1.375
H -0.835 3.175 2.736
H -5.193 1.904 -1.817
O -3.961 0.586 -0.239
O -5.371 0.598 -0.525
C 1.937 -4.716 0.919
N 0.736 -4.271 1.635
C 0.536 -2.950 1.938
S -1.002 -2.282 1.644
N 1.533 -2.256 2.457
C 2.783 -2.815 2.942
H 1.625 -5.429 0.156
H 2.651 -5.211 1.579
H 2.427 -3.879 0.413
H -0.120 -4.662 1.274
H 1.421 -1.238 2.476
H 2.591 -3.793 3.385
H 3.167 -2.153 3.712
H 3.531 -2.891 2.152
C 2.152 -0.085 5.140
C 0.780 0.597 5.216
C -0.362 -0.364 4.904
C 0.831 1.882 4.410
C 0.775 3.073 5.115
C 0.995 4.308 4.522
C 1.355 4.318 3.184
C 1.423 3.163 2.409
C 2.040 3.299 1.024
C 1.102 3.086 -0.163
C 3.300 2.443 0.894
C 1.062 1.897 2.989
N 0.951 0.786 2.240
H 2.133 -1.065 5.625
H 2.913 0.530 5.627
H 2.455 -0.212 4.100
H 0.644 0.915 6.257
H -0.342 -0.719 3.878
H -1.329 0.118 5.049
H -0.299 -1.232 5.570
H 0.552 3.022 6.177
H 0.926 5.226 5.091
H 1.619 5.258 2.707
H 2.354 4.349 0.971
H 0.809 2.042 -0.278
H 1.612 3.370 -1.088
H 0.186 3.672 -0.073
H 3.063 1.377 0.920
H 3.995 2.656 1.711
H 3.806 2.646 -0.054
C -0.108 1.434 -3.703
C -1.099 0.267 -3.778
C -1.158 -0.299 -5.199
C -2.482 0.819 -3.417
Si -0.650 -1.060 -2.481
O -0.496 -0.370 -1.050
C 0.855 -2.081 -3.024
C 1.840 -1.661 -3.918
C 2.928 -2.463 -4.241
C 3.049 -3.724 -3.681
C 2.078 -4.173 -2.795
C 1.006 -3.358 -2.472
C -2.057 -2.335 -2.508
C -3.045 -2.312 -1.523
C -4.114 -3.199 -1.548
C -4.216 -4.138 -2.564
C -3.242 -4.185 -3.554
C -2.177 -3.293 -3.520
H -0.430 2.240 -4.378
H 0.908 1.152 -3.988
H -0.071 1.839 -2.689
H -1.434 0.497 -5.905
H -1.918 -1.083 -5.277
H -0.208 -0.723 -5.528
H -2.775 1.590 -4.143
H -2.467 1.284 -2.430
H -3.254 0.046 -3.415
H 1.787 -0.676 -4.362
H 3.693 -2.084 -4.909
H 3.903 -4.348 -3.918
H 2.175 -5.152 -2.339
H 0.266 -3.716 -1.762
H -2.975 -1.587 -0.725
H -4.867 -3.152 -0.769
H -5.049 -4.833 -2.586
H -3.308 -4.919 -4.349
H -1.415 -3.353 -4.290
Se 3.233 -1.402 -0.094
C 3.993 -0.471 -1.535
C 3.339 0.617 -2.132
C 3.916 1.277 -3.201
N 5.094 0.958 -3.750
C 5.720 -0.077 -3.179
C 5.233 -0.798 -2.105
H 2.369 0.926 -1.760
H 3.393 2.117 -3.653
H 6.679 -0.349 -3.614
H 5.803 -1.629 -1.706
```

- Energy above the lowest of the compared OMol25 structures with the same formula, charge and spin: 0.0000 eV
- 2S+1: 6
- Highest occupied orbital energy (spin up / spin down): -0.061 / -0.061 Ha
- HOMO-LUMO gap (spin up / spin down): 5.65 / 5.66 eV
- Net charge: -2
- ⟨S²⟩: 8.77


For the records above, the corresponding total energy values read -238010.315; -275269.228; -124601.394; -171415.932 eV.
For the records above, the corresponding strongest force on any atom values read 10.0; 3.3; 3.0; 0.7 eV/A.